1.
ORCA calculation (wB97M-V/def2-TZVPD) on a molecular structure, C34H37N6O4PdSe.

```
83
C34H37N6O4PdSe | the OMol25 dataset | wB97M-V/def2-TZVPD
Pd -0.260 0.018 0.177
C 0.478 -1.603 8.054
O 0.568 -0.971 6.783
C 1.438 0.065 6.657
C 2.249 0.556 7.667
C 3.088 1.639 7.419
C 3.099 2.246 6.177
C 2.273 1.768 5.167
C 1.464 0.665 5.389
N 0.597 0.127 4.414
C 0.773 0.075 3.068
N 2.031 0.219 2.613
C 2.544 0.219 1.293
C 1.786 0.126 0.132
C 2.459 0.222 -1.090
C 3.832 0.404 -1.154
C 4.577 0.483 0.017
C 3.937 0.378 1.231
O 4.620 0.479 2.430
C 5.217 -0.762 2.846
N -0.231 -0.183 2.269
C -1.566 -0.193 2.737
C -2.335 -1.334 2.542
C -3.691 -1.345 2.836
C -4.288 -0.199 3.336
C -3.537 0.954 3.537
C -2.183 0.968 3.230
O -1.391 2.072 3.328
C -1.896 3.177 4.062
H -0.268 -2.384 7.947
H 0.160 -0.895 8.821
H 1.434 -2.048 8.336
H 2.243 0.100 8.646
H 3.725 2.007 8.211
H 3.740 3.096 5.989
H 2.257 2.261 4.203
H -0.262 -0.273 4.761
H 2.753 0.354 3.309
H 1.894 0.155 -2.013
H 4.325 0.486 -2.114
H 5.650 0.625 -0.002
H 6.136 -0.529 3.376
H 5.442 -1.386 1.982
H 4.533 -1.305 3.504
H -1.844 -2.215 2.145
H -4.275 -2.242 2.677
H -5.344 -0.193 3.567
H -4.019 1.845 3.912
H -1.063 3.863 4.195
H -2.259 2.865 5.043
H -2.700 3.682 3.520
O -0.796 2.141 -0.293
C -0.485 3.178 0.330
C 0.733 3.282 1.202
C 1.797 4.296 0.696
C 1.383 5.119 -0.524
C 0.310 6.164 -0.211
C -0.821 5.592 0.646
N -1.240 4.271 0.186
H 1.164 2.287 1.240
H 0.399 3.530 2.209
H 2.701 3.737 0.455
H 2.057 4.976 1.511
H 1.033 4.446 -1.312
H 2.259 5.623 -0.933
H -0.094 6.566 -1.142
H 0.750 7.003 0.333
H -1.693 6.241 0.638
H -0.501 5.501 1.685
H -1.991 4.199 -0.485
Se -3.454 1.056 -0.441
N -2.315 -0.296 -0.698
C -3.035 -1.404 -0.794
C -2.491 -2.712 -0.966
C -3.348 -3.759 -1.032
C -4.770 -3.580 -0.940
C -5.327 -2.359 -0.781
C -4.465 -1.219 -0.695
N -4.873 0.022 -0.510
H -1.418 -2.836 -1.044
H -2.958 -4.760 -1.165
H -5.405 -4.454 -1.005
H -6.397 -2.219 -0.714
```

E_HOMO (spin up / spin down) = -9.812 / -10.407 eV
Multiplicity = 3
Net charge = +1
Energy above the lowest of the compared OMol25 structures with the same formula, charge and spin = 17.4 kJ/mol
E = -121808.5901 eV
Kohn-Sham gap (spin up / spin down) = 0.2422 / 0.2487 Ha
⟨S²⟩ = 2.01
M = 779.09 g mol⁻¹

***

2.
ORCA calculation (wB97M-V/def2-TZVPD) on a molecular structure, C34H37N8O8Sc.

```
88
C34H37N8O8Sc | the OMol25 dataset | wB97M-V/def2-TZVPD
Sc -0.010 -0.145 -0.335
O 1.595 -0.936 0.679
C 1.773 -2.064 1.314
C 2.911 -2.853 1.048
C 3.105 -4.058 1.686
C 2.199 -4.528 2.644
C 1.100 -3.754 2.944
C 0.860 -2.546 2.279
C -0.265 -1.716 2.667
N -0.743 -0.796 1.929
C -1.580 0.215 2.540
C -0.675 1.438 2.623
N -0.178 1.699 1.271
C 0.163 2.899 0.998
C 0.443 3.399 -0.335
C 1.038 4.658 -0.494
C 1.167 5.233 -1.739
C 0.626 4.563 -2.844
C 0.005 3.340 -2.709
C -0.069 2.701 -1.453
O -0.612 1.528 -1.331
H 3.613 -2.490 0.308
H 3.979 -4.651 1.440
H 2.369 -5.469 3.149
H 0.396 -4.079 3.705
H -0.665 -1.863 3.678
H -1.938 -0.077 3.532
H -2.435 0.423 1.894
H 0.160 1.207 3.289
H -1.211 2.304 3.017
H 0.181 3.647 1.797
H 1.398 5.180 0.387
H 1.641 6.199 -1.856
H 0.681 5.020 -3.826
H -0.441 2.838 -3.558
N -1.317 -3.665 0.030
C -0.163 -3.764 -0.709
C 0.378 -5.037 -0.964
C 1.489 -5.144 -1.758
C 2.054 -3.987 -2.295
C 1.471 -2.784 -1.978
N 0.388 -2.646 -1.197
H -1.483 -4.407 0.687
H -1.581 -2.741 0.343
H -0.098 -5.911 -0.536
H 1.918 -6.117 -1.963
H 2.929 -4.018 -2.929
H 1.896 -1.858 -2.338
C 4.809 1.156 -4.958
C 3.730 2.007 -4.305
N 3.351 1.543 -2.974
C 4.244 1.877 -1.869
C 5.145 0.734 -1.408
C 2.205 0.863 -2.727
C 1.254 0.607 -3.860
N 1.887 0.411 -1.555
H 5.028 1.522 -5.964
H 4.490 0.115 -5.035
H 5.738 1.184 -4.385
H 2.847 2.042 -4.935
H 4.071 3.040 -4.208
H 3.639 2.259 -1.041
H 4.859 2.714 -2.202
H 4.577 -0.132 -1.065
H 5.776 1.067 -0.581
H 5.796 0.403 -2.218
H 0.957 1.535 -4.348
H 0.363 0.117 -3.481
H 1.725 -0.030 -4.614
H 2.605 0.539 -0.852
O -1.446 -0.947 -2.638
C -2.226 -1.165 -1.718
O -1.973 -0.897 -0.481
C -3.549 -1.825 -1.998
C -3.855 -2.178 -3.305
C -5.058 -2.808 -3.554
C -5.973 -3.106 -2.565
C -5.627 -2.737 -1.282
C -4.440 -2.102 -0.973
N -6.575 -3.046 -0.184
O -7.635 -3.556 -0.485
O -6.237 -2.755 0.947
N -5.388 -3.192 -4.949
O -6.440 -3.773 -5.134
O -4.575 -2.926 -5.811
H -3.158 -1.964 -4.100
H -6.905 -3.601 -2.784
H -4.208 -1.832 0.045
```

E_HOMO = -7.889 eV
Net charge = 0
Energy above the lowest of the compared OMol25 structures with the same formula, charge and spin = 62.5 kJ/mol
E = -84861.7712 eV
Kohn-Sham gap = 0.2678 Ha
M = 730.67 g mol⁻¹

***

3.
ORCA calculation (wB97M-V/def2-TZVPD) on a molecular structure, C34H38AsBClF5NO7STi in a non-equilibrium geometry.

```
90
C34H38AsBClF5NO7STi | the OMol25 dataset | wB97M-V/def2-TZVPD
Ti 0.786 0.163 0.033
C -5.361 -2.696 -1.496
C -4.381 -3.074 -2.613
C -4.960 -2.676 -3.976
C -3.848 -2.403 -4.988
C -3.038 -1.260 -4.455
C -2.618 -0.177 -5.226
C -1.884 0.826 -4.612
F -1.478 1.873 -5.388
C -1.548 0.805 -3.277
C -1.937 -0.304 -2.498
C -1.462 -0.516 -1.173
O -0.874 0.428 -0.487
C -1.511 -1.866 -0.679
C -2.391 -2.754 -1.242
N -3.109 -2.423 -2.368
C -2.724 -1.311 -3.105
C -0.550 -2.316 0.349
O -0.721 -3.366 0.978
O 0.528 -1.589 0.509
H -6.310 -3.211 -1.627
H -5.537 -1.623 -1.516
H -4.937 -2.952 -0.529
H -4.205 -4.159 -2.578
H -5.543 -1.760 -3.860
H -5.635 -3.458 -4.329
H -4.258 -2.169 -5.972
H -3.214 -3.289 -5.079
H -2.832 -0.138 -6.282
H -0.933 1.569 -2.830
H -2.498 -3.761 -0.865
C -3.585 -0.899 1.924
As -1.676 -0.456 2.369
C -2.109 0.947 3.725
C -1.546 -1.911 3.733
H -4.235 -0.905 2.799
H -3.581 -1.891 1.473
H -3.977 -0.189 1.196
H -2.819 0.610 4.481
H -2.510 1.819 3.213
H -1.181 1.243 4.215
H -2.495 -2.098 4.233
H -0.806 -1.631 4.480
H -1.224 -2.823 3.235
F 1.027 2.070 -1.420
B 1.229 2.792 -0.225
F 2.328 2.207 0.411
F 1.428 4.108 -0.479
F 0.108 2.573 0.589
C 2.346 1.815 8.143
C 2.069 1.174 6.817
C 1.872 -0.200 6.701
C 1.666 -0.781 5.468
C 1.648 0.014 4.317
C 1.801 1.395 4.422
C 2.026 1.960 5.656
S 1.272 -0.737 2.734
C 2.978 -1.330 2.379
O 1.150 0.482 1.866
H 2.496 1.065 8.916
H 1.520 2.461 8.446
H 3.242 2.432 8.082
H 1.871 -0.810 7.594
H 1.512 -1.848 5.377
H 1.736 1.994 3.523
H 2.156 3.028 5.750
H 3.624 -0.458 2.343
H 2.925 -1.811 1.404
H 3.284 -2.031 3.150
C 2.417 2.218 -5.136
C 3.243 2.566 -3.939
C 3.555 3.877 -3.629
C 4.274 4.164 -2.480
Cl 4.704 5.803 -2.146
C 4.668 3.163 -1.616
C 4.379 1.845 -1.930
C 3.698 1.537 -3.100
O 3.443 0.269 -3.558
C 3.445 -0.796 -2.632
C 2.387 -0.530 -1.563
O 2.730 -0.287 -0.378
O 1.180 -0.516 -1.883
H 2.072 3.116 -5.639
H 1.554 1.638 -4.811
H 2.984 1.606 -5.837
H 3.220 4.682 -4.269
H 5.182 3.389 -0.695
H 4.684 1.076 -1.240
H 4.429 -0.936 -2.163
H 3.163 -1.678 -3.215
```

E_HOMO (spin up / spin down) = -2.649 / -5.420 eV
Multiplicity = 3
Net charge = -1
Energy above the lowest of the compared OMol25 structures with the same formula, charge and spin = 109.3 kJ/mol
E = -173284.1728 eV
Kohn-Sham gap (spin up / spin down) = 0.1773 / 0.2791 Ha
⟨S²⟩ = 2.04
M = 868.79 g mol⁻¹